[1]
Entry from OMol25: a 2-piece molecular cluster, H4O2 overall (the ωB97M-V functional and the def2-TZVPD basis).

Output
* 2S+1: 1
* DFT total energy: -152.86362 Ha
* structure (SMILES): O.O

Geometry (Å):
H  -0.9642  -0.7802  -0.8198
H  -0.3914  0.2021  -1.9474
H  0.7322  0.8511  0.8925
H  0.3714  -0.4033  1.7286
O  -0.8443  0.0938  -1.1523
O  1.0964  0.0365  1.2984

=====

[2]
Entry from OMol25: a 2-piece molecular cluster, H4O2 overall (the ωB97M-V functional and the def2-TZVPD basis).

Output
* 2S+1: 1
* DFT total energy: -152.86560 Ha
* structure (SMILES): O.O

Geometry (Å):
H  -1.6875  1.7236  0.3551
H  -1.0089  0.8000  -0.6502
H  0.8500  -1.4336  -0.6942
H  1.2315  -1.0789  0.8140
O  -0.9519  1.1584  0.2545
O  1.5668  -1.1693  -0.0793

=====

[3]
Entry from OMol25: a 2-piece molecular cluster, H4O2 overall (the ωB97M-V functional and the def2-TZVPD basis).

Output
* 2S+1: 1
* DFT total energy: -152.87458 Ha
* structure (SMILES): O.O

Geometry (Å):
H  -0.1818  -1.3445  1.5495
H  0.3879  -0.5022  0.4153
O  0.5335  -1.3294  0.9067
H  -0.6527  0.5340  -1.3993
H  0.2947  1.6374  -0.8670
O  -0.3817  1.0048  -0.6051

=====

[4]
Entry from OMol25: a 2-piece molecular cluster, H4O2 overall (the ωB97M-V functional and the def2-TZVPD basis).

Output
* 2S+1: 1
* DFT total energy: -152.87354 Ha
* structure (SMILES): O.O

Geometry (Å):
O  -0.6734  1.0511  1.2828
H  -1.2712  1.6294  0.8013
H  -0.3192  0.4408  0.6199
O  0.6698  -0.7409  -0.6661
H  0.0522  -1.3016  -1.1468
H  1.5417  -1.0787  -0.8911

=====

[5]
Entry from OMol25: a 2-piece molecular cluster, H4O2 overall (the ωB97M-V functional and the def2-TZVPD basis).

Output
* 2S+1: 1
* DFT total energy: -152.86788 Ha
* structure (SMILES): O.O

Geometry (Å):
H  -2.2141  -0.1684  0.2432
H  -0.8554  0.3730  0.5915
O  -1.6311  -0.0359  0.9950
H  1.7042  -0.2007  -0.0265
H  1.6584  -0.5782  -1.5355
O  1.5895  0.1152  -0.8930

=====

[6]
Entry from OMol25: a 2-piece molecular cluster, H4O2 overall (the ωB97M-V functional and the def2-TZVPD basis).

Output
* 2S+1: 1
* DFT total energy: -152.85630 Ha
* structure (SMILES): O.O

Geometry (Å):
H  0.5947  -1.3687  1.9681
H  -0.3632  -1.1372  0.9496
H  -1.3996  1.0366  -1.0820
H  -0.1329  1.6663  -1.7364
O  0.6213  -1.0323  1.0289
O  -0.4586  1.0077  -1.0413

=====

[7]
Entry from OMol25: a 2-piece molecular cluster, H4O2 overall (the ωB97M-V functional and the def2-TZVPD basis).

Output
* 2S+1: 1
* DFT total energy: -152.86829 Ha
* structure (SMILES): O.O

Geometry (Å):
H  -1.5344  -0.8512  0.3607
H  -1.3877  0.7470  0.3709
H  0.7447  -0.3647  -0.3417
H  1.7716  0.7366  -0.1686
O  -1.2122  -0.0838  -0.1884
O  1.6179  -0.1840  -0.0329

=====

[8]
Entry from OMol25: H4O2P2S4 in the gas phase (the ωB97M-V functional and the def2-TZVPD basis).

Output
* 2S+1: 1
* DFT total energy: -2428.21553 Ha
* structure (SMILES): O=S(#[PH2])SSS(=O)#[PH2]

Geometry (Å):
O  1.5477  2.2705  1.8493
O  -1.3666  -0.4239  0.1321
P  1.3118  -0.6382  2.0751
P  -1.1339  -1.5242  -2.7575
S  0.8873  0.7887  -0.6888
S  -0.6290  1.7711  -1.5227
S  0.6082  1.2965  1.3949
S  -2.0451  0.0975  -1.0582
H  0.1288  -1.2119  2.2679
H  1.1140  -0.2737  3.4474
H  -0.1851  -1.6907  -1.8656
H  -0.2380  -0.4617  -3.2739

=====

[9]
Entry from OMol25: H4O2Si in the gas phase (the ωB97M-V functional and the def2-TZVPD basis).

Output
* 2S+1: 1
* DFT total energy: -442.42733 Ha
* structure (SMILES): O[SiH2]O

Geometry (Å):
O  1.0636  -0.6275  -0.1671
O  -1.3870  -0.6203  0.1258
Si  -0.1269  0.4389  -0.0562
H  1.7958  -0.5369  -0.7514
H  0.0659  1.4101  -1.1305
H  -0.0821  1.1324  1.1327
H  -1.3294  -1.1968  0.8467

=====

[10]
Entry from OMol25: H4O2Tl as an isolated structure (the ωB97M-V functional and the def2-TZVPD basis).

Output
* 2S+1: 1
* DFT total energy: -323.68404 Ha
* net charge: +3

Geometry (Å):
Tl  2.1089  -0.4997  -0.4229
O  -0.5624  -0.0941  -1.5285
H  -1.2166  -0.8247  -1.7417
H  -0.7705  0.6287  -2.1942
O  0.3671  -0.0086  1.7518
H  -0.6113  0.1814  1.6613
H  0.6848  0.6169  2.4742

=====

[11]
Entry from OMol25: a 2-piece molecular cluster, H4O3SSi overall (the ωB97M-V functional and the def2-TZVPD basis).

Output
* 2S+1: 1
* DFT total energy: -915.90214 Ha
* structure (SMILES): O[Si](O)=S.O

Geometry (Å):
O  0.6451  0.7145  -1.0314
O  2.0854  -0.0464  1.0084
O  -2.2759  -1.5523  -1.1009
Si  1.0105  1.0186  0.5097
S  0.2169  2.4152  1.6387
H  0.5221  -0.0862  -1.6333
H  2.5324  0.0856  1.8976
H  -3.0272  -0.9519  -0.9703
H  -1.7093  -1.5971  -0.3187

=====

[12]
Entry from OMol25: H4O4SSi in the gas phase (the ωB97M-V functional and the def2-TZVPD basis).

Output
* 2S+1: 1
* DFT total energy: -990.82371 Ha

Geometry (Å):
O  0.9047  3.1562  0.3797
O  -0.4690  2.1853  2.0854
O  -0.5187  -0.6621  -0.6028
O  0.1021  0.6134  -0.0814
Si  -0.0294  -2.3101  -1.1627
S  -0.3741  2.4673  0.4963
H  0.2713  2.5313  2.6200
H  0.6617  -2.8065  0.1374
H  -1.4490  -2.4084  -1.5367
H  0.9005  -2.7665  -2.3352